ORCA calculation (the ωB97M-V functional and the def2-TZVPD basis) on C20H29O4Sm as an isolated structure in a non-equilibrium geometry.

Each line ends with the Mulliken charge.
CARTESIAN COORDINATES (ANGSTROEM)
O 0.37 -3.34 1.95  -0.07
C 0.38 -4.77 1.62  -0.19
C -0.23 -5.14 2.97  -0.91
H 1.42 -4.96 1.30  0.01
H -0.23 -5.23 0.81  0.16
C 0.00 -3.58 3.35  1.24
H 0.23 -6.00 3.35  0.41
H -1.31 -5.21 3.02  0.36
C 1.15 -3.36 4.35  -1.37
H 2.09 -3.83 4.05  0.21
H 0.84 -3.81 5.31  0.41
H 1.44 -2.31 4.53  0.28
C -1.26 -2.73 3.54  -1.26
H -1.99 -3.02 2.77  0.37
H -1.11 -1.64 3.37  0.13
H -1.79 -2.87 4.51  0.38
Sm 2.25 -1.06 0.02  1.11
C -0.70 -0.63 -1.35  -0.85
C 0.15 -0.96 -2.44  -0.43
C 0.38 -2.36 -2.42  -0.90
H 0.41 -0.27 -3.25  0.48
C -0.32 -2.90 -1.30  -0.41
C -0.98 -1.82 -0.64  -0.26
H -1.72 -1.92 0.17  0.41
H -1.14 0.35 -1.18  0.50
H 0.88 -2.93 -3.20  0.42
H -0.49 -3.96 -1.08  0.44
C 1.10 1.43 0.57  -0.52
C 0.43 0.50 1.39  -0.58
C 1.38 -0.02 2.33  -0.22
H -0.63 0.28 1.36  0.52
C 2.65 0.59 2.06  -1.01
C 2.47 1.49 0.97  -0.55
H 3.20 2.22 0.60  0.51
H 0.61 2.09 -0.15  0.39
H 1.12 -0.60 3.22  0.54
H 3.56 0.47 2.66  0.48
O 3.72 -2.45 0.95  -0.17
C 3.88 -3.73 1.82  0.58
C 5.03 -4.58 1.27  -0.74
H 3.00 -4.34 1.63  -0.72
H 3.87 -3.49 2.88  0.48
C 5.36 -4.00 -0.10  -0.71
H 4.64 -5.58 1.12  0.29
H 5.88 -4.72 1.92  0.31
C 4.46 -2.76 -0.32  -0.62
H 5.16 -4.74 -0.88  0.30
H 6.43 -3.78 -0.17  0.26
H 3.66 -2.97 -1.06  0.59
H 5.03 -1.87 -0.66  0.42
O 2.16 0.52 -1.66  -0.38
C 3.15 -0.01 -2.23  0.04
O 3.50 -1.20 -1.90  -0.58
H 3.73 0.50 -3.00  0.42

Values from the calculation:
Kohn-Sham gap (spin up / spin down) in eV: 6.33 / 6.38
Maximum force in eV/Å: 5.1
Multiplicity: 6
Energy relative to the best compared isomer or geometry (same formula, charge and spin) in kJ/mol: 392.92
Energy in eV: -47300.9314

ORCA calculation (the ωB97M-V functional and the def2-TZVPD basis) on C46H51CoN5O6PSSe as an isolated structure in a non-equilibrium geometry.

Each line ends with the Mulliken charge.
CARTESIAN COORDINATES (ANGSTROEM)
Co 0.12 -0.72 -1.39  0.53
O -3.17 -3.14 3.07  -0.67
C -2.38 -2.55 2.12  0.57
C -1.33 -3.26 1.54  -1.27
C -0.59 -2.60 0.56  0.45
N -0.81 -1.35 0.21  1.00
C -1.82 -0.64 0.79  0.65
C -2.64 -1.25 1.77  -1.81
C -2.01 0.70 0.37  -0.21
O -2.84 1.53 0.70  -0.92
O -0.94 1.15 -0.51  1.69
C 0.55 -3.29 -0.22  0.21
O 0.97 -4.36 0.21  -0.82
O 0.93 -2.65 -1.25  -0.65
H -2.85 -4.05 3.19  0.36
H -1.09 -4.28 1.79  0.50
H -3.45 -0.69 2.22  0.32
O -0.46 3.06 -1.55  -0.78
C -1.20 2.12 -1.41  -0.74
C -2.44 1.93 -2.24  0.94
C -3.23 3.06 -2.42  -0.75
C -4.45 2.98 -3.07  -0.82
C -4.88 1.75 -3.56  -0.77
C -4.07 0.63 -3.42  -0.53
C -2.84 0.69 -2.78  0.05
P -1.66 -0.74 -2.85  2.58
C -1.13 -0.66 -4.60  -0.37
C -1.36 0.42 -5.45  -0.46
C -0.81 0.43 -6.73  -0.73
C -0.03 -0.63 -7.16  -0.53
C 0.21 -1.70 -6.31  -0.85
C -0.32 -1.71 -5.04  0.01
C -2.85 -2.15 -2.93  -0.39
C -3.29 -2.69 -1.72  0.03
C -4.23 -3.72 -1.71  -0.85
C -4.72 -4.23 -2.90  -0.63
C -4.27 -3.72 -4.11  -0.77
C -3.34 -2.68 -4.12  -0.37
H -2.89 3.99 -2.00  0.47
H -5.06 3.86 -3.19  0.37
H -5.83 1.66 -4.06  0.43
H -4.41 -0.32 -3.84  0.43
H -1.96 1.25 -5.12  0.27
H -1.00 1.27 -7.38  0.39
H 0.40 -0.61 -8.16  0.35
H 0.84 -2.52 -6.64  0.41
H -0.10 -2.52 -4.36  0.54
H -2.92 -2.31 -0.79  0.52
H -4.56 -4.12 -0.76  0.50
H -5.45 -5.03 -2.89  0.37
H -4.64 -4.12 -5.04  0.41
H -2.99 -2.29 -5.07  0.39
C 4.43 -1.50 -3.08  -1.49
C 3.83 -1.02 -1.77  -0.38
N 3.74 0.44 -1.70  0.19
C 2.68 1.12 -2.17  -0.45
S 1.44 0.40 -3.08  -0.37
N 2.61 2.44 -1.93  0.22
C 3.56 3.23 -1.17  -0.41
C 4.82 3.57 -1.97  -1.26
H 4.46 -2.59 -3.09  0.42
H 5.45 -1.12 -3.21  0.38
H 3.81 -1.16 -3.91  0.25
H 4.46 -1.32 -0.92  0.41
H 2.84 -1.46 -1.61  0.16
H 4.28 0.89 -0.98  0.43
H 1.71 2.84 -2.14  0.16
H 3.82 2.71 -0.24  0.11
H 3.04 4.14 -0.87  0.53
H 5.31 2.67 -2.33  0.29
H 5.52 4.13 -1.35  0.40
H 4.56 4.18 -2.84  0.33
C 2.74 -0.26 5.44  -0.65
C 2.88 -1.74 5.10  -0.69
C 2.90 -2.05 3.60  -0.59
C 1.54 -2.06 2.92  -0.83
N 0.79 -0.83 3.08  1.65
C 1.03 0.31 2.38  -1.52
Se 2.25 0.53 1.05  -0.14
N 0.13 1.24 2.82  2.26
C 0.00 2.61 2.32  -1.47
C 0.52 3.62 3.33  -0.93
C 2.02 3.51 3.59  0.89
C 2.53 4.61 4.49  -1.57
C -0.70 0.68 3.77  -0.28
C -1.78 1.19 4.47  -0.77
C -2.41 0.34 5.37  -0.95
C -1.97 -0.97 5.56  -0.87
C -0.89 -1.48 4.85  -0.70
C -0.28 -0.64 3.94  0.99
H 3.01 -0.07 6.48  0.48
H 1.72 0.11 5.31  -0.10
H 3.40 0.34 4.81  0.24
H 2.08 -2.31 5.59  0.23
H 3.82 -2.11 5.53  0.47
H 3.33 -3.04 3.43  0.56
H 3.54 -1.32 3.09  0.09
H 0.92 -2.86 3.32  0.70
H 1.66 -2.25 1.85  -0.52
H -1.04 2.78 2.07  0.43
H 0.57 2.66 1.39  0.27
H -0.02 3.51 4.28  0.31
H 0.28 4.62 2.95  0.51
H 2.54 3.52 2.63  -0.11
H 2.24 2.53 4.03  -0.20
H 2.37 5.60 4.04  0.36
H 3.60 4.51 4.68  0.41
H 2.02 4.60 5.46  0.34
H -2.13 2.20 4.30  0.48
H -3.26 0.70 5.93  0.37
H -2.48 -1.60 6.27  0.41
H -0.57 -2.50 4.99  0.45

Values from the calculation:
Kohn-Sham gap (spin up / spin down) in eV: 3.61 / 3.53
Maximum force in eV/Å: 3.6
Charge: -1
Multiplicity: 2
Energy relative to the best compared isomer or geometry (same formula, charge and spin) in kJ/mol: 208.56
Energy in eV: -191367.2506